C5H5N2O3S | wB97M-V/def2-TZVPD

Results
Energy   -25211.1283 eV
HOMO level (alpha / beta)   -0.5246 / -0.5246 Ha
SMILES   [H]/N=C\SC(=C=[N+]=O)OC(C)=O
Gap between HOMO and LUMO (alpha / beta)   0.289 / 0.289 Ha
Energy above the lowest of the compared OMol25 structures with the same formula, charge and spin   0.000 eV
Largest force on an atom   7.957 eV/Å

The geometry in ORCA input format:
```
! wB97M-V def2-TZVPD RIJCOSX def2/J DEFGRID3
* xyz 1 1
H -2.1968 -3.5026 -3.1318
N -1.4545 -3.8950 -2.5034
C -0.7608 -3.4104 -1.7181
S -0.6447 -1.4644 -1.3496
C 0.6076 -0.9428 -0.2982
C 1.7520 -1.6541 0.0409
N 2.8971 -1.9786 -0.0019
O 3.9692 -2.4306 0.0818
O 0.2531 0.2744 0.1353
C 0.9985 0.9812 1.1837
C 0.5858 2.3542 1.4818
O 1.8377 0.4040 1.7804
H 0.0611 -3.8107 -1.0672
H -0.4317 2.6522 1.2830
H 1.1151 3.0562 0.7741
H 0.8535 2.7147 2.5726
*
```

---

C6H9NS | wB97M-V/def2-TZVPD

Results
Energy   -18689.7516 eV
HOMO level   -0.2980 Ha
SMILES   C=C/C(=C\C)C(N)=S
Gap between HOMO and LUMO   0.306 Ha
Energy above the lowest of the compared OMol25 structures with the same formula, charge and spin   3.459 eV
Largest force on an atom   5.591 eV/Å

The geometry in ORCA input format:
```
! wB97M-V def2-TZVPD RIJCOSX def2/J DEFGRID3
* xyz 0 1
C 0.5155 2.0807 0.5873
C 0.8759 1.0477 -0.1821
C -0.0707 -0.0663 -0.1724
C 0.3583 -1.3496 -0.0127
C 1.6965 -2.0258 -0.0235
C -1.6481 0.0174 -0.2058
N -2.1902 1.2387 -0.4542
S -2.6307 -1.3280 0.2549
H -0.4581 1.9600 1.1635
H 1.2537 2.8805 0.7024
H 1.7504 1.0477 -0.7606
H -0.6954 -1.9659 0.0134
H 1.7486 -3.2832 0.4288
H 1.7734 -2.2744 -1.1311
H 2.6101 -1.5287 0.4957
H -3.2042 1.5287 -0.1023
H -1.6848 2.0206 -0.6014
*
```

---

C6H10FNS | wB97M-V/def2-TZVPD

Results
Energy   -21424.2727 eV
HOMO level   -0.2910 Ha
SMILES   CC1=C(F)N(C)[C@H](C)S1
Gap between HOMO and LUMO   0.323 Ha
Energy above the lowest of the compared OMol25 structures with the same formula, charge and spin   0.818 eV
Largest force on an atom   5.891 eV/Å

The geometry in ORCA input format:
```
! wB97M-V def2-TZVPD RIJCOSX def2/J DEFGRID3
* xyz 0 1
C 2.6116 -1.2678 -0.1473
C 1.2091 -0.6335 -0.0928
C 0.9264 0.6105 0.1197
F 1.7460 1.5649 0.4347
N -0.7491 0.9744 -0.0161
C -0.9533 1.6731 -1.2323
C -1.3742 -0.3085 0.0580
C -1.7384 -0.5056 1.4860
S -0.0739 -1.7239 -0.3892
H 3.1185 -0.9949 0.7870
H 3.2371 -0.8168 -0.9366
H 2.5930 -2.2810 -0.1803
H -0.7663 1.0414 -2.1500
H -1.9708 1.9565 -1.2335
H -0.3003 2.5868 -1.3310
H -2.0545 -0.2142 -0.7411
H -2.6455 -0.1750 1.6451
H -1.0421 0.0457 2.1204
H -1.7731 -1.5320 1.7993
*
```

---

C3H4FInO3 | wB97M-V/def2-TZVPD

Results
Energy   -17184.2233 eV
HOMO level (alpha / beta)   -0.7433 / -0.7985 Ha
Gap between HOMO and LUMO (alpha / beta)   0.292 / 0.319 Ha
Largest force on an atom   6.210 eV/Å

The geometry in ORCA input format:
```
! wB97M-V def2-TZVPD RIJCOSX def2/J DEFGRID3
* xyz 2 1
F -0.8407 -2.0877 2.0750
O -0.7462 0.8830 -0.5097
C 0.4837 1.1390 -0.8975
C -0.6345 -0.4582 0.5510
O 0.6840 2.2492 -1.4124
O 1.3801 0.3193 -0.4755
C 0.7903 -0.8609 0.1578
In -1.2554 2.5580 -1.5017
H -1.4020 -1.0579 0.0564
H -0.6835 0.0813 1.5002
H 0.8112 -1.6763 -0.5686
H 1.4131 -1.0887 1.0250
*
```

---

C2H6NOPS2 | wB97M-V/def2-TZVPD

Results
Energy   -36668.5806 eV
HOMO level   -0.3434 Ha
Gap between HOMO and LUMO   0.334 Ha
Energy above the lowest of the compared OMol25 structures with the same formula, charge and spin   0.831 eV
Largest force on an atom   3.271 eV/Å

The geometry in ORCA input format:
```
! wB97M-V def2-TZVPD RIJCOSX def2/J DEFGRID3
* xyz 0 1
C 0.6449 0.5419 -0.0662
C -0.7424 -0.0065 0.4773
N 1.5279 -0.5533 -0.4747
O -0.7043 -1.4279 0.5793
P 2.3660 -1.4463 0.6155
S 3.1171 -3.1324 0.0421
S 2.3369 -0.6028 2.3401
H 0.2310 1.2384 -0.7716
H 1.0574 1.0924 0.8329
H -1.0522 0.3346 1.4664
H -1.5826 0.2113 -0.1777
H 1.3317 -0.9294 -1.3911
H -0.4709 -1.7963 1.4103
*
```

---

C3H8O2 | wB97M-V/def2-TZVPD

Results
Energy   -7334.8162 eV
HOMO level   -0.3304 Ha
SMILES   C/C=C/O.O
Gap between HOMO and LUMO   0.362 Ha
Energy above the lowest of the compared OMol25 structures with the same formula, charge and spin   1.234 eV
Largest force on an atom   1.290 eV/Å

The geometry in ORCA input format:
```
! wB97M-V def2-TZVPD RIJCOSX def2/J DEFGRID3
* xyz 0 1
C -0.3978 1.3252 -0.6581
C -0.7062 0.5790 0.6108
C -0.9337 -0.7200 0.6864
O -1.1783 -1.3959 1.8696
H 0.5987 1.7714 -0.5577
H -0.3870 0.6739 -1.5335
H -1.1060 2.1312 -0.8412
H -0.6528 1.1616 1.5238
H -0.9556 -1.4495 -0.1096
H -1.1347 -0.7555 2.5973
O 2.6801 0.0066 -1.9754
H 1.7863 -0.3644 -2.0572
H 2.5533 0.9152 -1.6689
*
```

---

C33H32ClN6O6SZn | wB97M-V/def2-TZVPD

Results
Energy   -127742.6815 eV
HOMO level   -0.1728 Ha
Gap between HOMO and LUMO   0.254 Ha
Largest force on an atom   0.721 eV/Å

The geometry in ORCA input format:
```
! wB97M-V def2-TZVPD RIJCOSX def2/J DEFGRID3
* xyz -1 1
Zn -0.0663 -0.0102 0.1901
Cl 7.4814 -1.8086 -0.6140
C 5.9678 -1.1128 -0.0635
C 5.9901 0.0972 0.6695
C 4.8352 0.6741 1.1003
C 3.5329 0.0970 0.8317
O 2.4797 0.6590 1.2123
C 3.5625 -1.1592 0.1040
C 2.3859 -1.8957 -0.1859
O 1.2323 -1.6438 0.1548
C 4.7838 -1.7197 -0.3379
H 6.9450 0.5629 0.8826
H 4.8564 1.6101 1.6452
H 2.5457 -2.8080 -0.7943
H 4.7631 -2.6472 -0.8997
C -4.7909 -0.0580 -3.1148
O -4.4415 -1.1642 -2.2990
C -5.4356 -1.8369 -1.6745
C -6.7757 -1.7570 -2.0306
C -7.7206 -2.5619 -1.4043
C -7.3307 -3.4455 -0.4127
C -6.0004 -3.4854 -0.0171
C -5.0436 -2.6781 -0.6176
N -3.7079 -2.7516 -0.2008
C -2.8376 -1.6902 0.0210
N -3.4779 -0.5169 0.2239
C -3.0287 0.8235 0.1630
C -1.6934 1.2124 0.1357
C -1.4700 2.5969 0.0823
C -2.4891 3.5403 0.0758
C -3.8125 3.1157 0.0894
C -4.0706 1.7609 0.1255
O -5.3782 1.2769 0.0784
C -6.1540 1.5965 1.2236
N -1.5585 -1.8618 0.1005
C -1.0917 -3.1723 -0.1672
C -0.7862 -3.5425 -1.4774
C -0.3599 -4.8191 -1.7938
C -0.2313 -5.7669 -0.7831
C -0.5098 -5.4111 0.5239
C -0.9271 -4.1204 0.8451
O -1.2104 -3.8884 2.1621
C -0.7590 -2.6506 2.7312
H -3.8526 0.4057 -3.4051
H -5.3916 0.6600 -2.5513
H -5.3307 -0.3785 -4.0095
H -7.0818 -1.0852 -2.8196
H -8.7586 -2.4965 -1.7041
H -8.0564 -4.0853 0.0717
H -5.6867 -4.1404 0.7874
H -3.3460 -3.6582 0.0481
H -4.4840 -0.5742 0.1911
H -0.4462 2.9583 0.0321
H -2.2612 4.5992 0.0369
H -4.6334 3.8217 0.0488
H -7.1041 1.0747 1.1213
H -6.3396 2.6707 1.2935
H -5.6509 1.2659 2.1367
H -0.8925 -2.7840 -2.2440
H -0.1304 -5.0736 -2.8206
H 0.1000 -6.7725 -1.0094
H -0.4026 -6.1206 1.3349
H -0.6253 -2.8449 3.7945
H -1.4824 -1.8509 2.5917
H 0.1883 -2.3384 2.2928
C 1.7150 1.3456 4.0887
S 0.5188 1.6476 2.7971
C -0.7695 2.3523 3.8222
O -0.0332 0.2931 2.4196
H 1.9130 2.2787 4.6166
H 2.6125 0.9769 3.5996
H 1.2891 0.5930 4.7537
H -0.4272 3.2917 4.2558
H -1.0289 1.6256 4.5921
H -1.6181 2.5279 3.1619
N 1.0159 0.8125 -1.3594
C 1.7840 1.6972 -1.3965
N 2.6439 2.6207 -1.5407
C 2.8274 3.6819 -0.8019
N 3.0496 4.6552 -0.2091
*
```

---

C4H7NS | wB97M-V/def2-TZVPD

Results
Energy   -16585.1093 eV
HOMO level   -0.3262 Ha
SMILES   CC(=S)[C@@H]1CN1
Gap between HOMO and LUMO   0.322 Ha
Energy above the lowest of the compared OMol25 structures with the same formula, charge and spin   1.822 eV
Largest force on an atom   4.000 eV/Å

The geometry in ORCA input format:
```
! wB97M-V def2-TZVPD RIJCOSX def2/J DEFGRID3
* xyz 0 1
C -1.1348 0.0368 1.6105
C -0.3733 0.5564 0.4471
S 0.0896 2.1120 0.3793
C 0.0622 -0.4941 -0.5332
C 1.4290 -0.3885 -1.0804
N 0.2720 -0.1108 -1.8666
H -0.5160 -0.6248 2.2137
H -1.9644 -0.5426 1.1690
H -1.5790 0.7988 2.1987
H -0.4995 -1.4237 -0.4014
H 1.9398 -1.2929 -1.4418
H 2.0518 0.4191 -0.6703
H 0.2226 0.9545 -2.0246
*
```